w:
88
Properties=species:S:1:pos:R:3:lowdin_charge:R:1 method="wB97M-V/def2-TZVPD" total_charge=+1 e_lumo_ev=-2.306 orbital_gap_ev=6.0
W 0.0587 0.1562 0.1466 1.27
Se 4.0284 0.1179 -1.5173 0.89
Se 1.2152 2.0730 -1.0254 0.93
S 0.1234 -1.5278 -3.2320 0.97
Si -1.8656 2.5080 2.0975 0.43
O 0.4202 -0.8826 -1.9041 -0.68
N -1.3902 -1.4263 0.3022 -0.02
N 1.2075 -3.8193 1.3256 0.13
N 0.7015 0.2511 1.8056 -0.17
N -1.5897 1.1531 -1.5110 0.02
N 1.3332 -1.8434 0.3855 0.01
N -1.8995 -3.4317 0.9699 0.14
N -1.5050 1.4999 0.7004 -0.20
C -2.9676 1.6164 3.3150 -0.17
C 2.5987 -2.3044 0.6158 -0.10
C -0.9092 -2.5735 0.7250 -0.29
C 2.0258 -0.0671 5.2345 -0.08
C 0.8164 -0.0822 3.1409 -0.37
C -3.6659 1.7995 -0.4486 -0.07
C 1.5946 -2.7128 -5.1977 -0.12
C 4.6296 1.4302 -2.8216 -0.39
C -0.1868 -0.8425 3.7661 -0.06
C -4.2738 1.8659 -1.6725 -0.06
C -0.2653 2.9970 2.9434 -0.17
C -3.0916 -2.8011 0.6874 -0.04
C -1.3275 1.2649 -3.9531 -0.06
C 0.4047 3.7747 -0.5364 -0.32
C 1.6826 -2.2581 -3.7433 -0.38
C 1.9270 0.2941 3.8989 -0.04
C -2.1842 1.3246 -2.7134 -0.32
C 1.0278 -0.8151 5.8459 -0.09
C 2.9585 2.5313 -0.2351 -0.49
C 0.5285 -2.7635 0.8342 -0.31
C -0.8612 -3.0146 -2.8997 -0.35
C -0.0799 -1.2010 5.1007 -0.09
C -2.7349 4.0817 1.5286 -0.17
C -2.2792 1.4987 -0.3905 -0.53
C -2.7601 -1.5545 0.2733 -0.07
C -3.5146 1.6672 -2.8312 -0.05
C -0.1497 -4.1614 -2.1942 -0.12
C 2.5418 -3.5267 1.2139 -0.04
C 3.8646 1.3373 0.0045 -0.55
H -0.8867 -4.8207 -1.7321 0.08
H 2.5798 -3.0158 -5.5514 0.08
H -0.8742 -1.7718 5.5673 0.10
H 0.8287 -4.5353 1.9244 0.17
H -2.8022 4.1531 0.4415 0.02
H 5.4574 2.0088 -2.4172 0.03
H -1.4787 2.1802 -4.5276 0.09
H 2.8920 0.2441 5.8065 0.11
H 1.2425 -1.9042 -5.8408 0.08
H 2.7077 0.8831 3.4305 0.11
H 0.5107 -3.7912 -1.4091 0.05
H -1.6761 -2.6061 -2.2989 0.07
H -0.1610 4.0843 2.9989 0.03
H 0.5858 3.9899 0.5135 0.02
H 3.3118 -4.2058 1.5414 0.13
H -3.3525 2.3261 4.0559 0.04
H 4.8742 1.6662 0.2371 0.07
H 0.8344 4.5393 -1.1761 0.04
H 1.9515 -3.0627 -3.0622 0.08
H 0.6007 2.5839 2.4289 -0.01
H -5.3293 2.1034 -1.7456 0.11
H -0.2744 1.1966 -3.6902 0.04
H 3.4766 0.7314 0.8201 0.03
H 3.8056 2.0785 -3.1038 0.01
H -4.2140 1.9762 0.4694 0.10
H -0.2471 2.6125 3.9691 0.04
H -3.8254 1.1438 2.8251 0.03
H 1.1085 -1.0863 6.8908 0.10
H -3.7573 4.1308 1.9187 0.04
H -0.6639 3.6892 -0.7170 0.01
H 4.9754 0.8723 -3.6876 0.02
H -2.2072 4.9690 1.8890 0.03
H -1.2809 -3.3164 -3.8618 0.09
H -4.0471 -3.2853 0.8000 0.13
H 0.4380 -4.7604 -2.8887 0.08
H 0.9225 -3.5655 -5.3210 0.07
H 3.4748 -1.7480 0.3278 0.05
H -3.4113 -0.7555 -0.0406 0.11
H 3.4329 3.2473 -0.9022 0.07
H -1.0545 -1.1167 3.1768 0.09
H -1.8032 -4.3499 1.3720 0.17
H -1.5935 0.4277 -4.5976 0.07
H 2.7031 3.0228 0.7032 0.07
H -3.9467 1.8053 -3.8141 0.11
H 2.3950 -1.4451 -3.6071 0.06
H -2.4094 0.8437 3.8503 0.01

x:
88
Properties=species:S:1:pos:R:3:lowdin_charge:R:1 method="wB97M-V/def2-TZVPD" total_charge=+1 e_lumo_ev=-2.349 orbital_gap_ev=6.0
W -0.0873 -0.1646 -0.1178 1.34
Se -0.3989 -1.5986 2.3933 0.99
Se -3.7074 -1.2584 1.4855 0.91
S -2.0623 2.6049 -0.1683 0.98
Si -1.0086 -0.3193 -3.4512 0.41
O -1.8081 1.1114 0.0537 -0.71
N 0.7756 1.2676 1.5857 -0.02
N -0.5475 -1.7829 -0.5176 -0.25
N 2.0328 -0.5536 0.0678 -0.04
N -0.1013 0.4703 -2.1875 -0.20
N 4.0633 -0.1952 0.8343 0.13
N 1.3633 1.9547 -1.3156 0.10
N 2.5262 1.8942 2.7554 0.13
C 0.3968 -3.9975 -0.6149 -0.05
C 2.8372 2.1489 -3.6414 -0.06
C -1.2466 0.8752 -4.8955 -0.17
C -4.7444 1.9302 -0.6206 -0.12
C 4.1703 -1.1441 -0.1539 -0.04
C -3.8073 2.7363 0.2592 -0.37
C 2.0715 1.0943 1.7671 -0.33
C -2.5868 4.3480 -2.2079 -0.11
C -0.1422 -1.8512 -4.0892 -0.16
C 1.0763 -1.4118 3.6499 -0.36
C 0.3817 2.2227 2.4881 -0.12
C -1.9663 -3.6851 -0.9557 -0.05
C 3.2204 2.8630 -2.5084 -0.05
C 2.8061 3.5028 -0.1214 -0.03
C 0.2404 -5.3615 -0.8065 -0.08
C -4.6453 -2.9592 1.5351 -0.40
C -2.7104 -0.7675 -2.7896 -0.17
C 1.4557 2.6252 3.2208 -0.05
C -3.0992 -1.2639 3.3475 -0.55
C 2.9127 -1.3469 -0.6310 -0.08
C 1.7234 1.3446 -3.6071 -0.03
C -2.0968 2.9331 -1.9345 -0.39
C -1.7135 -0.6683 3.5110 -0.53
C 2.7524 0.1298 0.9436 -0.28
C -0.7041 -3.1444 -0.7029 -0.38
C -2.1126 -5.0493 -1.1447 -0.07
C -1.0121 -5.8940 -1.0762 -0.09
C 2.4509 2.7331 -1.3656 -0.34
C 0.9842 1.2436 -2.4089 -0.47
H -1.0626 2.7861 -2.2401 0.06
H 3.4734 1.9780 3.0816 0.17
H 1.4283 0.7785 -4.4784 0.09
H -2.7346 -0.7680 -1.6991 -0.02
H -3.0942 -5.4584 -1.3486 0.11
H -3.4710 -0.0712 -3.1527 0.03
H -1.0553 1.9134 -4.6135 0.02
H -3.8237 2.3782 1.2909 0.09
H 4.0807 3.5178 -2.5191 0.11
H -2.9966 -1.7635 -3.1336 0.04
H -2.5062 4.5512 -3.2750 0.09
H -2.8184 -3.0215 -1.0004 0.08
H 1.5575 3.3478 4.0101 0.12
H -5.7234 1.8783 -0.1456 0.09
H -1.1314 -6.9582 -1.2274 0.10
H -3.1086 -2.3021 3.6765 0.07
H 1.3717 -3.5824 -0.3918 0.09
H -4.3793 0.9120 -0.7419 0.04
H -1.3823 -0.7726 4.5452 0.07
H 0.8784 -1.6243 -4.4086 0.03
H 0.8511 -1.9844 4.5470 0.03
H -5.3747 -2.9652 2.3411 0.03
H -2.2717 0.8169 -5.2693 0.03
H 1.9638 -1.8307 3.1780 0.02
H 5.1168 -1.5682 -0.4362 0.12
H 3.4168 2.2227 -4.5534 0.11
H 3.5913 2.9906 0.4417 0.07
H -4.8720 2.3846 -1.6027 0.08
H -3.8142 -0.7046 3.9504 0.07
H -0.5884 0.6431 -5.7352 0.03
H -3.6302 4.4860 -1.9251 0.07
H -0.6348 2.5704 2.5448 0.10
H -5.1688 -3.0620 0.5870 0.02
H -0.0949 -2.6326 -3.3303 0.01
H -4.0395 3.8024 0.2758 0.09
H 1.1032 -6.0119 -0.7417 0.11
H 1.2488 -0.3700 3.9158 0.02
H 4.8223 0.1396 1.4012 0.16
H 2.5765 -1.9765 -1.4360 0.12
H -0.6752 -2.2581 -4.9529 0.04
H -1.9827 5.0893 -1.6832 0.08
H -1.6953 0.3904 3.2523 0.05
H 3.1918 4.4900 -0.3740 0.09
H 1.9327 3.6191 0.5195 0.07
H -2.7038 2.1637 -2.4104 0.08
H -3.9337 -3.7734 1.6487 0.03

Which structure is most stable? x, by 12.5 kcal/mol over the runner-up.